[1]
82
Properties=species:S:1:pos:R:3:forces:R:3:mulliken_charge:R:1 method="wB97M-V/def2-TZVPD" e_lumo_ev="4.16 / 4.16" de_lowest_kcal_mol=0.0 molar_mass_da=675.771 total_energy_ev=-98348.29863 spin_multiplicity=2 total_charge=-2 s_squared=0.754 orbital_gap_ev="5.648 / 5.652" homo_ev="-1.48 / -1.49"
Ti 0.1435 -0.5880 -0.2625 -0.17 0.49 2.46 -1.453
C 2.4847 -1.2540 0.4507 0.01 0.02 -0.32 2.804
C 2.3851 -1.8842 1.7529 -0.14 0.00 -0.02 -0.502
C 2.6091 -0.9347 2.7208 0.09 0.08 0.11 1.296
C 2.9367 0.3042 2.0850 0.07 -0.01 0.09 0.420
C 2.8974 0.1208 0.7226 0.13 -0.09 -0.04 0.296
C 3.2673 1.1606 -0.2969 -0.04 -0.08 -0.06 -1.629
C 3.2388 1.5706 2.8317 -0.03 -0.03 0.03 -1.922
C 2.5171 -1.1258 4.2036 0.01 0.03 -0.01 -2.206
C 2.3280 -3.3665 1.9987 -0.06 0.02 -0.02 -1.956
C 3.1799 -2.0461 -0.6489 0.05 -0.01 0.05 -1.960
H 2.4051 1.7065 -0.7005 -0.01 -0.01 0.01 0.040
H 3.7876 0.7227 -1.1528 -0.02 0.02 0.02 0.298
H 3.9325 1.9040 0.1466 0.00 0.02 0.00 0.558
H 3.1839 2.4457 2.1819 0.00 0.00 0.01 0.443
H 4.2414 1.5459 3.2780 0.02 0.01 0.01 0.387
H 2.5194 1.7349 3.6391 0.06 -0.01 -0.06 0.403
H 1.7512 -0.4711 4.6372 0.01 -0.02 -0.02 0.311
H 3.4652 -0.8916 4.7052 -0.04 0.00 0.00 0.450
H 2.2507 -2.1558 4.4545 0.01 0.02 0.00 0.430
H 2.3029 -3.9227 1.0612 -0.01 -0.01 -0.01 0.362
H 1.4555 -3.6751 2.5819 0.01 -0.02 -0.02 0.130
H 3.2180 -3.7015 2.5456 -0.01 0.00 0.01 0.418
H 3.4851 -1.4107 -1.4788 -0.04 -0.01 -0.01 0.541
H 2.5669 -2.8561 -1.0602 0.00 0.02 0.00 0.283
H 4.0935 -2.5135 -0.2544 0.01 -0.01 0.00 0.311
N -0.2977 2.8001 -0.5943 0.10 -0.08 0.03 0.117
C -0.0913 2.3150 0.6870 -0.15 0.04 -0.28 -0.210
N -0.0138 3.0850 1.7479 0.19 0.01 0.30 -0.774
N 0.1595 2.2047 2.7735 -0.30 -0.02 -0.19 -0.835
N 0.1595 0.9992 2.3411 -0.06 0.15 -0.14 0.007
N 0.0178 1.0163 0.9825 0.00 1.08 1.01 1.000
C -0.9270 2.0187 -1.5452 0.01 0.15 0.30 -0.413
N -1.5572 2.4871 -2.6037 -0.13 -0.09 -0.17 -0.570
N -2.0171 1.3771 -3.2210 0.08 -0.08 0.11 -0.862
N -1.6868 0.3160 -2.5619 0.03 0.30 0.04 -0.519
N -0.9901 0.6990 -1.4571 -0.30 0.13 -0.81 2.339
H -0.4621 3.7896 -0.6604 -0.04 0.00 0.01 0.323
O 0.1010 -2.1385 -1.4922 -0.56 -1.99 -0.79 -0.690
C 0.6416 -1.5386 -2.4321 0.64 0.33 -1.08 1.202
N 1.2799 -0.4044 -2.1801 0.53 -0.09 -1.02 -0.001
S 1.8683 0.2587 -3.5573 -0.09 -0.23 0.06 0.974
O 1.3048 1.5460 -3.8056 -0.06 0.26 -0.02 -0.684
O 3.2957 0.1133 -3.6407 0.24 0.09 0.09 -0.697
C 1.1854 -0.9769 -4.6397 0.28 0.41 -0.36 0.351
C 1.2613 -1.0810 -6.0143 0.05 0.16 0.09 -0.916
C 0.6961 -2.2052 -6.5994 0.02 0.05 -0.10 -0.511
C 0.0886 -3.1820 -5.8209 -0.09 -0.11 0.26 -0.783
C 0.0294 -3.0511 -4.4351 -0.25 -0.47 -0.29 -0.287
C 0.5903 -1.9335 -3.8707 -0.14 -0.15 0.64 -0.375
H 1.7392 -0.3117 -6.6070 -0.01 -0.01 0.01 0.473
H 0.7237 -2.3179 -7.6761 0.00 -0.01 -0.01 0.382
H -0.3493 -4.0503 -6.2968 0.00 -0.01 -0.01 0.395
H -0.4470 -3.7949 -3.8080 0.00 0.02 -0.03 0.609
C -0.7390 -4.1967 0.6340 0.14 -0.08 -0.12 -0.805
Si -1.6538 -2.8265 1.5395 -0.06 -0.09 -0.01 0.318
C -3.2358 -3.7253 2.0843 -0.24 -0.04 0.02 -1.382
C -0.8236 -2.3892 3.1560 0.14 0.03 0.20 -0.611
C -1.8624 -1.3458 0.4682 0.35 -0.23 0.00 0.723
Si -3.2291 -0.2636 1.0463 -0.23 0.12 -0.11 0.261
C -3.1965 0.1446 2.8801 0.04 -0.04 0.27 -1.086
C -4.9150 -1.0981 0.7803 -0.15 -0.12 -0.10 -1.321
C -3.4925 1.3736 0.1711 0.10 0.21 -0.13 -1.252
H -0.6247 -5.0817 1.2694 0.00 0.02 -0.03 0.349
H 0.2460 -3.8764 0.2972 -0.01 -0.05 -0.01 -0.077
H -1.3106 -4.4753 -0.2592 0.03 -0.01 0.07 0.252
H -2.9689 -4.6729 2.5698 0.00 0.07 -0.03 0.308
H -3.8851 -3.9481 1.2295 0.05 -0.03 0.10 0.321
H -3.8142 -3.1310 2.8003 0.03 -0.08 -0.05 0.294
H -0.5958 -3.2788 3.7570 -0.03 0.06 -0.05 0.461
H -1.4885 -1.7457 3.7393 0.05 -0.07 0.00 0.463
H 0.0964 -1.8237 2.9878 -0.03 -0.01 0.04 -0.202
H -2.1691 -1.6955 -0.5323 -0.05 -0.06 0.05 0.374
H -3.5646 -0.6975 3.4796 0.04 0.09 -0.03 0.338
H -3.8478 1.0058 3.0703 0.02 -0.07 0.00 0.381
H -2.1908 0.3943 3.2252 -0.03 0.05 -0.02 0.277
H -5.0346 -1.9974 1.3873 -0.05 0.07 -0.05 0.326
H -5.0395 -1.3865 -0.2716 0.00 0.05 0.09 0.291
H -5.7231 -0.4018 1.0371 0.05 -0.04 -0.03 0.312
H -2.7501 2.1248 0.4540 -0.06 -0.02 -0.01 0.314
H -4.4788 1.7564 0.4592 0.05 0.00 0.01 0.484
H -3.4720 1.2678 -0.9174 -0.07 0.03 0.09 0.292

---

[2]
74
Properties=species:S:1:pos:R:3:forces:R:3:mulliken_charge:R:1 method="wB97M-V/def2-TZVPD" e_lumo_ev=-3.07 de_lowest_kcal_mol=0.0 molar_mass_da=560.314 total_energy_ev=-91378.34476 spin_multiplicity=1 total_charge=+1 orbital_gap_ev=6.838 homo_ev=-9.91
C -8.8845 -1.3449 0.0294 -0.02 -0.19 0.47 -1.406
C -7.8262 -2.2275 -0.5949 -0.13 -0.20 -0.92 -0.490
C -6.8710 -1.5785 -1.6349 -0.04 0.93 1.00 0.037
Cl -7.4709 0.0404 -2.2004 -0.08 -0.14 -0.07 -0.205
Si -5.0928 -1.2912 -1.0170 0.08 -0.74 -1.57 0.105
C -4.0556 -2.7391 -1.6393 0.12 0.43 0.69 -0.932
C -2.5456 -2.4642 -1.5648 -0.05 -0.32 -0.05 -0.826
C -1.9266 -2.8656 -0.2203 -0.24 0.42 0.27 -0.633
S -0.5920 -4.0499 -0.5014 0.40 -0.06 -0.40 -0.212
C 0.2208 -3.9545 1.0749 -0.47 -0.37 -0.10 0.337
S -0.5234 -4.3914 2.4310 -0.03 0.21 0.30 -0.222
N 1.5346 -3.4825 1.0418 0.15 0.12 -0.16 0.168
C 2.1906 -2.9053 2.0975 1.24 0.36 0.39 -0.314
C 3.4382 -2.5927 1.6444 -0.84 -0.26 0.01 -0.658
N 3.5738 -2.9693 0.3270 0.04 0.02 -0.37 -0.477
C 2.4286 -3.4863 -0.0146 0.07 0.23 0.31 -0.149
O -4.4869 0.0828 -1.7155 0.09 -0.09 1.19 -0.138
Si -3.8653 1.3651 -0.8606 -0.04 0.53 -0.90 0.325
C -4.1940 2.9380 -1.8324 -0.01 -0.29 0.39 -0.646
C -2.9789 3.8148 -2.0016 -0.29 0.01 -0.37 -0.336
F -3.3634 5.1321 -2.2252 -0.01 0.19 0.01 -0.321
P -4.9920 -1.3290 1.2446 -1.49 0.91 0.82 0.070
N -6.2879 -0.6346 1.8417 0.45 -0.04 -0.26 -0.627
H -9.3786 -1.9264 0.8037 -0.10 -0.08 0.12 0.387
H -8.4668 -0.4772 0.5175 0.13 0.24 0.00 0.308
H -9.6433 -1.0624 -0.6857 -0.08 0.19 -0.25 0.435
H -8.3539 -3.0185 -1.1230 -0.02 -0.25 -0.02 0.418
H -7.2457 -2.7256 0.1761 0.17 -0.01 0.24 0.244
H -6.8222 -2.1603 -2.5439 0.09 -0.26 -0.14 0.474
H -4.3640 -3.0173 -2.6397 -0.09 -0.03 -0.23 0.524
H -4.2833 -3.5659 -0.9663 -0.13 -0.39 -0.17 0.415
H -2.0371 -3.0053 -2.3585 0.04 -0.04 -0.19 0.545
H -2.3376 -1.4126 -1.7322 0.09 0.18 -0.17 0.187
H -2.6610 -3.2899 0.4562 -0.09 -0.27 0.05 0.405
H -1.5156 -1.9966 0.2828 0.21 0.10 0.08 0.433
H 1.8056 -2.7503 3.0828 -0.51 -0.18 0.04 0.437
H 4.2257 -2.1349 2.2077 0.27 0.07 0.08 0.486
H 2.1708 -3.8815 -0.9763 -0.07 -0.07 -0.17 0.416
H -4.4749 1.5086 0.4748 0.08 -0.25 0.11 -0.109
H -2.3980 1.1417 -0.7636 0.01 -0.02 0.19 -0.197
H -4.9579 3.4956 -1.2964 -0.10 0.11 0.17 0.384
H -4.6371 2.6604 -2.7827 -0.01 0.01 -0.27 0.392
H -2.4236 3.5088 -2.8828 0.32 -0.11 -0.03 0.267
H -2.3295 3.8168 -1.1315 0.13 0.02 0.18 0.262
H -4.9384 -2.7016 1.5979 0.55 -0.04 -0.14 0.100
H -3.8006 -0.7403 1.7258 0.42 -0.50 -0.27 0.104
H -6.0541 0.1280 2.4636 -0.18 0.01 0.16 0.239
C 6.3317 5.0444 1.3448 0.04 -0.10 0.01 -1.286
C 6.7946 3.9342 0.3978 -0.14 0.27 0.08 -0.550
C 5.6773 2.9868 -0.0418 0.26 0.06 -0.05 -0.695
N 5.6065 1.6949 0.7315 -0.20 -0.22 0.06 0.430
C 5.5031 1.9423 2.1951 0.06 0.03 -0.05 -1.213
C 4.3914 0.9075 0.2567 0.02 -0.02 -0.17 -0.721
C 4.9142 0.0458 -0.8696 0.01 -0.05 -0.14 -0.566
C 6.2560 -0.4204 -0.3195 0.00 -0.04 0.05 -0.571
C 6.8085 0.8059 0.4086 0.02 -0.16 -0.05 -0.578
H 5.9816 4.6600 2.3027 -0.01 0.02 0.00 0.311
H 7.1505 5.7318 1.5481 0.01 0.01 0.01 0.386
H 5.5209 5.6192 0.8968 -0.01 0.01 -0.01 0.349
H 7.6291 3.3849 0.8384 0.01 -0.05 -0.05 0.361
H 7.1879 4.4090 -0.5012 0.05 -0.08 -0.03 0.415
H 5.8146 2.6938 -1.0807 -0.09 -0.04 -0.01 0.364
H 4.7025 3.4631 0.0514 -0.01 0.03 0.05 0.523
H 4.6444 2.5824 2.3818 -0.01 0.00 0.04 0.381
H 6.4159 2.4129 2.5467 -0.03 0.07 0.02 0.424
H 5.3750 0.9864 2.6953 -0.01 -0.02 0.01 0.449
H 4.0532 0.2924 1.0886 0.00 -0.02 0.02 0.492
H 3.6047 1.6020 -0.0253 -0.01 0.05 0.08 0.277
H 5.0425 0.6308 -1.7824 -0.01 0.00 0.00 0.334
H 4.2485 -0.7858 -1.0911 -0.02 -0.01 0.08 0.399
H 6.9312 -0.7704 -1.0963 0.06 0.04 0.02 0.411
H 6.1093 -1.2437 0.3804 -0.07 -0.02 -0.03 0.235
H 7.4906 1.3783 -0.2128 0.00 0.06 0.03 0.291
H 7.3056 0.5515 1.3399 0.06 0.07 0.02 0.343

---

[3]
65
Properties=species:S:1:pos:R:3:forces:R:3:nbo_charge:R:1 method="wB97M-V/def2-TZVPD" e_lumo_ev=2.53 molar_mass_da=415.642 total_energy_ev=-53149.22661 spin_multiplicity=1 total_charge=-1 orbital_gap_ev=8.656 homo_ev=-6.12
C 2.0270 5.0090 1.8498 0.89 -0.45 0.29 -0.661
C 1.9042 4.7394 3.4109 -0.92 0.67 -0.47 0.070
O 1.6897 6.0458 4.0211 0.15 -0.59 -0.11 -0.716
C 0.6532 3.8569 3.7977 0.56 0.97 -0.30 -0.681
S 1.0634 2.1306 4.3185 -2.55 -3.76 2.72 2.148
O 0.5456 1.1656 3.2981 1.61 2.32 0.33 -0.970
O 0.2688 1.9190 5.5819 1.89 1.48 -2.10 -0.967
N 2.6921 1.9573 4.7256 -1.26 -0.26 -2.98 -1.106
S 3.5142 0.9547 3.6427 2.91 -2.67 2.48 2.168
O 4.9582 0.9688 4.0763 -2.70 1.07 -0.93 -0.975
O 3.0572 -0.4618 3.6021 -0.23 2.65 -0.41 -0.943
C 3.5063 1.5793 1.9053 -0.27 -0.33 -0.90 -0.724
C 2.9107 0.4646 0.9588 -1.04 1.14 0.24 0.140
N 1.6871 0.5565 0.5704 1.78 0.21 0.10 -0.603
H 1.8059 6.0811 1.6213 0.04 -0.91 0.28 0.220
H 1.3736 4.3502 1.2295 0.52 0.43 0.47 0.208
H 3.1022 4.8415 1.5646 -1.05 0.15 -0.02 0.219
H 2.8426 4.3202 3.8487 -0.86 0.37 -0.35 0.232
H 0.8179 6.3102 3.6957 0.22 0.17 0.18 0.448
H 0.1420 4.3697 4.6542 0.70 -0.88 -0.45 0.262
H -0.0930 3.8722 2.9578 0.76 -0.62 0.69 0.234
H 4.5451 1.8662 1.5975 -0.79 -0.41 0.67 0.254
H 2.8748 2.5041 1.8691 0.42 -0.94 -0.07 0.223
H 3.5241 -0.3999 0.6180 -0.32 0.72 0.54 0.187
H 1.3334 1.4253 0.9892 -0.44 -0.47 -0.05 0.338
C 0.2454 -2.3309 1.7247 0.09 0.10 -0.09 -0.619
C -1.0556 -2.1218 0.9619 0.01 -0.06 0.15 -0.400
C -2.0556 -3.2667 1.1301 -0.11 0.11 -0.10 -0.395
C -1.5856 -4.6245 0.6048 0.10 0.01 0.12 -0.396
C -1.1916 -4.6426 -0.8708 -0.06 -0.15 0.03 -0.399
C -2.3434 -4.3035 -1.8074 0.10 0.08 -0.13 -0.610
H 0.7870 -3.2111 1.3676 -0.02 -0.03 0.03 0.179
H 0.8967 -1.4663 1.5929 -0.06 -0.12 0.14 0.257
H 0.0568 -2.4504 2.7939 0.04 -0.01 -0.02 0.207
H -0.8355 -1.9611 -0.0984 -0.05 0.01 0.01 0.187
H -1.5222 -1.1999 1.3229 0.02 -0.01 -0.07 0.210
H -2.9925 -2.9881 0.6333 0.00 -0.07 0.02 0.187
H -2.3015 -3.3716 2.1923 0.03 0.01 -0.02 0.201
H -2.3839 -5.3565 0.7727 0.00 -0.02 -0.06 0.188
H -0.7345 -4.9714 1.1992 -0.02 0.06 0.00 0.204
H -0.8264 -5.6449 -1.1181 0.04 0.04 0.00 0.192
H -0.3572 -3.9587 -1.0521 -0.03 0.00 0.06 0.202
H -3.1761 -4.9999 -1.6765 0.00 0.05 0.02 0.195
H -2.0119 -4.3645 -2.8471 -0.10 0.01 0.00 0.201
H -2.7119 -3.2893 -1.6376 -0.02 -0.03 -0.01 0.205
C -3.7135 -0.4414 -4.1373 -0.04 0.14 -0.12 -0.610
C -2.3873 -0.4611 -4.8890 -0.04 -0.14 0.05 -0.396
C -1.2575 -1.1244 -4.1011 0.15 0.04 -0.10 -0.398
C -0.8813 -0.4360 -2.7863 -0.16 -0.03 0.03 -0.401
C -0.4646 1.0286 -2.9109 0.11 -0.05 0.11 -0.400
C 0.7895 1.2291 -3.7527 -0.05 0.13 -0.06 -0.609
H -3.6472 0.1426 -3.2176 -0.01 -0.05 0.00 0.205
H -4.4924 0.0086 -4.7580 -0.03 -0.03 0.07 0.202
H -4.0314 -1.4550 -3.8812 0.02 0.03 0.05 0.201
H -2.1100 0.5592 -5.1710 0.03 -0.02 0.02 0.192
H -2.5272 -1.0118 -5.8251 0.04 0.05 0.00 0.194
H -0.3737 -1.1880 -4.7453 -0.01 0.00 0.04 0.196
H -1.5404 -2.1593 -3.8804 -0.02 0.03 -0.01 0.201
H -0.0651 -0.9990 -2.3226 -0.01 0.06 0.03 0.214
H -1.7223 -0.5028 -2.0883 0.04 -0.03 0.00 0.203
H -0.2728 1.4171 -1.9064 -0.04 -0.05 -0.02 0.218
H -1.2843 1.6278 -3.3208 -0.01 -0.04 -0.01 0.184
H 1.6322 0.6726 -3.3356 -0.04 0.00 -0.01 0.209
H 1.0632 2.2865 -3.7785 0.06 -0.05 -0.02 0.204
H 0.6392 0.9039 -4.7850 0.03 -0.01 0.01 0.191